# 1
{"formula": "C4H8ClN3", "method": "ωB97M-V/def2-TZVPD", "symbols": ["Cl", "N", "C", "N", "C", "C", "C", "N", "H", "H", "H", "H", "H", "H", "H", "H"], "xyz": [[-2.82656, 0.91621, -2.21551], [-1.17900, 0.19395, -2.37802], [-0.54785, -0.00713, -1.28724], [0.78249, -0.37316, -1.27525], [1.35667, -0.78286, 0.00331], [0.90974, 0.27043, 1.01906], [-0.51685, 0.13553, 1.32130], [-1.28326, 0.31670, 0.09548], [1.36199, 0.15585, -1.97711], [2.36792, -0.80500, -0.08978], [1.02836, -1.75860, 0.24435], [1.37380, 0.12180, 1.94815], [1.09369, 1.20215, 0.58662], [-0.70890, -0.75342, 1.78763], [-0.91629, 0.99291, 2.04355], [-2.29596, 0.17464, 0.17345]], "forces_ev_per_angstrom": [[1.51, -0.74, -0.04], [-0.71, 0.38, -0.65], [-3.15, 1.28, 3.73], [-0.21, 0.65, -1.25], [-2.65, 1.90, -0.19], [0.32, -1.77, 0.06], [-2.31, 4.07, -0.38], [2.30, -1.10, -2.84], [-0.94, -1.03, 1.23], [2.99, -0.02, -0.32], [-0.48, -1.12, 0.37], [1.31, 0.13, 1.23], [0.61, 1.70, -0.35], [-0.56, -2.57, 1.29], [1.09, -1.65, -1.16], [0.89, -0.13, -0.72]], "total_charge": 0, "homo_ev": -8.68, "total_energy_ev": -21268.3033, "largest_force_ev_per_a": 5.045, "smiles": "ClN=C1NCCCN1", "orbital_gap_ev": 9.48, "de_lowest_kj_mol": 207.2}



# 2
{"formula": "C4H7N3", "method": "ωB97M-V/def2-TZVPD", "symbols": ["C", "N", "C", "C", "N", "C", "N", "H", "H", "H", "H", "H", "H", "H"], "xyz": [[-0.36249, -0.45998, -2.34260], [0.16537, -0.21327, -1.19522], [1.33952, -0.50459, -0.55588], [1.19542, -0.06803, 0.90232], [-0.14759, 0.39670, 1.01472], [-0.75632, 0.69176, 2.11239], [-0.71997, 0.21415, -0.21362], [-1.33585, -0.23151, -2.61048], [0.29410, -0.82681, -3.13016], [2.15600, -0.99264, -0.88173], [1.80826, 0.05465, 1.75936], [-1.84358, 1.05788, 2.24776], [-0.08162, 0.78227, 3.10855], [-1.71125, 0.09940, -0.21541]], "forces_ev_per_angstrom": [[3.45, -0.48, -0.98], [-3.28, -0.62, 0.87], [-1.08, 3.22, 8.87], [-0.60, -1.29, -7.10], [0.50, -1.16, -0.09], [0.29, 1.68, 2.90], [-0.33, 1.70, 0.86], [-1.98, 0.56, 0.03], [0.01, -0.13, 0.22], [2.59, -1.39, -1.81], [0.93, -0.35, 0.32], [1.72, -0.92, -0.80], [-1.57, -0.44, -2.58], [-0.66, -0.38, -0.71]], "total_charge": 2, "homo_ev": [-19.16, -19.16], "total_energy_ev": -8707.5672, "largest_force_ev_per_a": 9.496, "smiles": "C=[n+]1cc[n+](=C)[nH]1", "orbital_gap_ev": [7.88, 7.88], "de_lowest_kj_mol": 309.6}



# 3
{"formula": "C3H10N2O", "method": "ωB97M-V/def2-TZVPD", "symbols": ["C", "C", "N", "H", "H", "H", "H", "H", "H", "N", "C", "O", "H", "H", "H", "H"], "xyz": [[-0.48276, 1.71564, -2.09559], [-2.28468, 0.90099, -0.80006], [-1.37363, 1.82729, -0.94696], [-0.46644, 2.63766, -2.68470], [0.50341, 1.37341, -1.76316], [-0.83725, 0.95282, -2.82560], [-3.03677, 0.62218, -1.58233], [-2.66697, 0.70416, 0.21536], [2.13740, 0.04964, 1.13320], [1.33338, -2.41092, 0.63835], [0.72606, -1.33571, 1.36719], [1.61277, -0.32615, 1.84468], [1.89944, -2.93326, 1.28216], [1.92453, -2.09903, -0.11987], [0.20691, -1.76391, 2.21747], [-0.01332, -0.81870, 0.75090]], "forces_ev_per_angstrom": [[-1.81, -0.31, -0.24], [-1.47, -1.03, 0.35], [1.73, 0.76, -0.21], [0.57, 0.23, 0.25], [0.46, 0.23, -0.07], [0.06, -0.03, 0.19], [0.58, -0.16, -0.02], [-0.05, 0.27, -0.22], [-0.34, -0.04, -0.30], [-0.06, -0.16, 0.21], [-0.40, 0.88, -0.99], [0.46, -0.32, 1.01], [0.40, -0.31, 0.08], [-0.14, 0.15, -0.13], [0.12, 0.12, 0.30], [-0.12, -0.29, -0.20]], "total_charge": -1, "homo_ev": [0.53, -2.72], "total_energy_ev": -8298.0596, "largest_force_ev_per_a": 1.906, "spin_multiplicity": 2, "orbital_gap_ev": [3.30, 6.37], "de_lowest_kj_mol": 154.8}



# 4
{"formula": "C21H56O7", "method": "ωB97M-V/def2-TZVPD", "symbols": ["C", "C", "C", "O", "H", "H", "H", "H", "H", "H", "H", "H", "C", "C", "C", "O", "H", "H", "H", "H", "H", "H", "H", "H", "C", "C", "C", "O", "H", "H", "H", "H", "H", "H", "H", "H", "C", "C", "C", "O", "H", "H", "H", "H", "H", "H", "H", "H", "C", "C", "C", "O", "H", "H", "H", "H", "H", "H", "H", "H", "C", "C", "C", "O", "H", "H", "H", "H", "H", "H", "H", "H", "C", "C", "C", "O", "H", "H", "H", "H", "H", "H", "H", "H"], "xyz": [[-28.16979, -25.33683, 33.78956], [-28.99263, -24.05134, 33.32376], [-28.77976, -22.91003, 34.29064], [-28.45740, -23.62497, 32.10539], [-28.30868, -25.51865, 34.85527], [-27.08804, -25.26596, 33.67596], [-28.56758, -26.24098, 33.32873], [-30.04510, -24.33327, 33.29353], [-29.10909, -22.00092, 33.78747], [-27.72733, -22.80351, 34.55360], [-29.33583, -22.98471, 35.22515], [-27.50812, -23.52474, 32.20746], [-26.88996, -17.53538, 26.95994], [-25.87985, -16.83957, 25.97834], [-24.72590, -17.63823, 25.49646], [-26.67058, -16.29258, 24.85849], [-26.57050, -18.47080, 27.41933], [-27.59664, -17.95337, 26.24302], [-27.50961, -16.91393, 27.60641], [-25.40787, -16.03725, 26.54545], [-24.47074, -17.14582, 24.55810], [-25.07987, -18.62389, 25.19434], [-24.04038, -17.73109, 26.33881], [-26.19511, -16.55293, 24.06619], [-28.12080, -10.30879, 36.18086], [-28.13299, -11.29810, 34.95486], [-27.59193, -10.63462, 33.66466], [-27.28414, -12.35572, 35.23212], [-28.59037, -10.78203, 37.04321], [-28.63616, -9.38546, 35.91634], [-27.10790, -10.21185, 36.57168], [-29.10509, -11.77327, 34.82305], [-27.51829, -11.48991, 32.99298], [-26.61252, -10.18773, 33.83535], [-28.22988, -9.86777, 33.22528], [-26.34511, -12.15619, 35.23612], [-21.15080, -9.47752, 35.96558], [-20.78801, -10.97889, 35.54233], [-19.33203, -11.30875, 35.89016], [-21.56923, -11.97455, 36.21994], [-20.69723, -9.22427, 36.92383], [-22.21520, -9.24607, 36.00539], [-20.65036, -8.83890, 35.23770], [-21.06676, -11.14448, 34.50167], [-19.08121, -12.26418, 35.42934], [-19.30231, -11.30136, 36.97974], [-18.65740, -10.50701, 35.58985], [-21.38157, -11.97035, 37.16141], [-22.96060, -26.43870, 29.08934], [-21.78727, -25.75269, 28.34438], [-22.14269, -24.82005, 27.12199], [-21.19379, -24.88320, 29.33266], [-23.42503, -27.22086, 28.48882], [-23.71187, -25.73966, 29.45682], [-22.61385, -26.96534, 29.97846], [-21.05221, -26.52839, 28.12974], [-22.75569, -25.24054, 26.32479], [-21.20375, -24.65050, 26.59497], [-22.59361, -23.86251, 27.38252], [-20.37693, -25.28656, 29.63537], [-23.46011, -18.64670, 33.23611], [-22.50541, -19.71935, 32.78178], [-21.39330, -20.01523, 33.83538], [-23.22590, -20.82459, 32.49039], [-23.10495, -17.63459, 33.42997], [-23.85732, -18.87299, 34.22561], [-24.29665, -18.52808, 32.54747], [-22.04891, -19.46993, 31.82393], [-20.52722, -20.46343, 33.34843], [-21.73906, -20.83730, 34.46209], [-21.21805, -19.07028, 34.34963], [-22.55858, -21.38538, 32.08813], [-16.91360, -27.78696, 35.46920], [-17.95014, -27.51376, 34.39054], [-19.15865, -26.91257, 35.15629], [-17.34098, -26.53954, 33.48912], [-17.24638, -28.50413, 36.21955], [-16.66531, -26.86891, 36.00178], [-16.05707, -28.15834, 34.90658], [-18.26864, -28.40885, 33.85626], [-19.72863, -26.31239, 34.44706], [-18.97613, -26.18124, 35.94365], [-19.68279, -27.83127, 35.41968], [-16.48118, -26.30302, 33.84461]], "forces_ev_per_angstrom": [[-1.40, 0.39, 0.50], [2.38, -1.35, 1.76], [-0.45, 0.43, 0.47], [-0.78, -0.10, -1.50], [-0.17, 0.19, 0.22], [-0.05, 0.26, -0.46], [0.29, 0.07, -0.41], [0.04, 0.21, -0.73], [0.05, 0.12, 0.10], [0.12, 0.00, -0.11], [-0.06, -0.21, 0.04], [0.05, -0.01, 0.10], [-0.30, -0.78, -2.04], [-1.71, 1.04, 1.41], [-1.25, -1.05, -0.41], [0.81, -0.49, 1.20], [0.66, 0.46, 0.56], [-0.45, 0.03, -0.09], [0.61, 0.20, 0.10], [-0.35, 0.70, -0.27], [1.35, 0.02, 0.36], [0.16, -0.34, 0.08], [0.60, 0.07, -0.70], [-0.14, 0.13, -0.19], [-0.52, -1.29, -0.54], [1.14, 2.16, 0.61], [-0.90, -0.54, 0.31], [0.33, -2.15, 0.58], [-0.57, 0.00, -0.14], [0.30, 0.16, 0.29], [0.25, 0.62, -0.62], [-0.11, 0.35, -0.14], [0.24, 0.34, -0.44], [0.08, -0.13, 0.11], [-0.14, -0.06, 0.08], [-0.09, 0.54, -0.09], [0.80, -1.39, -0.57], [-0.52, 0.77, 1.42], [-0.63, 0.90, -0.56], [-0.62, 0.20, -0.35], [-0.07, -0.19, 0.20], [0.05, -0.27, -0.17], [-0.19, 0.18, -0.10], [0.33, 0.19, -0.07], [0.28, 0.07, 0.37], [0.25, -0.46, 0.07], [0.16, -0.16, -0.32], [0.14, 0.16, 0.08], [0.12, -0.22, -0.49], [-1.27, 0.87, 0.90], [0.73, -1.14, 0.00], [0.33, 0.18, -0.25], [-0.23, 0.18, -0.27], [0.01, 0.18, -0.35], [0.42, 0.12, 0.01], [-0.07, 0.06, -0.68], [-0.35, -0.52, 0.39], [0.16, 0.43, 0.20], [0.16, -0.18, 0.47], [0.01, 0.06, 0.08], [-0.72, 0.70, 0.64], [1.75, 2.13, 0.60], [-0.88, -0.10, -0.98], [-1.31, -2.63, -0.36], [0.81, -0.07, -0.52], [-0.28, -0.58, 0.00], [-0.01, -0.24, -0.03], [0.49, 0.95, 0.04], [0.36, 0.56, -0.04], [-0.32, 0.45, 0.53], [0.58, -0.42, 0.30], [-0.47, -0.77, -0.18], [0.24, -0.79, -0.71], [0.53, 2.45, 1.83], [-0.11, -0.22, -2.06], [-0.89, -0.78, 0.02], [0.07, -0.16, -0.15], [0.03, 0.09, -0.16], [0.48, -0.24, 0.60], [0.20, 0.16, -0.23], [-0.48, -0.39, -0.20], [0.55, -0.64, 0.36], [-0.62, 0.54, 0.69], [0.01, -0.03, 0.01]], "total_charge": 0, "homo_ev": -9.83, "total_energy_ev": -37014.0693, "largest_force_ev_per_a": 3.256, "smiles": "CC(C)O.CC(C)O.CC(C)O.CC(C)O.CC(C)O.CC(C)O.CC(C)O", "orbital_gap_ev": 10.30, "de_lowest_kj_mol": 412.7}



Repeat the first record exactly.
{"formula": "C4H8ClN3", "method": "ωB97M-V/def2-TZVPD", "symbols": ["Cl", "N", "C", "N", "C", "C", "C", "N", "H", "H", "H", "H", "H", "H", "H", "H"], "xyz": [[-2.82656, 0.91621, -2.21551], [-1.17900, 0.19395, -2.37802], [-0.54785, -0.00713, -1.28724], [0.78249, -0.37316, -1.27525], [1.35667, -0.78286, 0.00331], [0.90974, 0.27043, 1.01906], [-0.51685, 0.13553, 1.32130], [-1.28326, 0.31670, 0.09548], [1.36199, 0.15585, -1.97711], [2.36792, -0.80500, -0.08978], [1.02836, -1.75860, 0.24435], [1.37380, 0.12180, 1.94815], [1.09369, 1.20215, 0.58662], [-0.70890, -0.75342, 1.78763], [-0.91629, 0.99291, 2.04355], [-2.29596, 0.17464, 0.17345]], "forces_ev_per_angstrom": [[1.51, -0.74, -0.04], [-0.71, 0.38, -0.65], [-3.15, 1.28, 3.73], [-0.21, 0.65, -1.25], [-2.65, 1.90, -0.19], [0.32, -1.77, 0.06], [-2.31, 4.07, -0.38], [2.30, -1.10, -2.84], [-0.94, -1.03, 1.23], [2.99, -0.02, -0.32], [-0.48, -1.12, 0.37], [1.31, 0.13, 1.23], [0.61, 1.70, -0.35], [-0.56, -2.57, 1.29], [1.09, -1.65, -1.16], [0.89, -0.13, -0.72]], "total_charge": 0, "homo_ev": -8.68, "total_energy_ev": -21268.3033, "largest_force_ev_per_a": 5.045, "smiles": "ClN=C1NCCCN1", "orbital_gap_ev": 9.48, "de_lowest_kj_mol": 207.2}